[1]
Molecular formula: C21H54N2O7
Method: DFT, ωB97M-V with the def2-TZVPD basis set

Calculated values
structure (SMILES)	CC1(C)CCCC(C)(C)N1O.CC1(C)CCCC(C)(C)N1O.CO.CO.CO.O.O
max |F|	3.5	eV/A
calculated total energy	-39959.0086	eV
spin multiplicity	1
energy above the lowest of the compared OMol25 structures with the same formula, charge and spin	81.66	kcal per mole
Kohn-Sham gap	8.06	eV

Last column: Löwdin charge in e.
Cartesian coordinates (Å):
1 C 2.89813 5.36922 -0.90931  -0.0434
2 C 2.55074 5.01736 -2.34333  -0.4793
3 C 1.55202 6.06142 -2.93260  -0.0252
4 C 3.89112 5.10968 -3.10580  -0.1659
5 C 3.86174 4.65141 -4.56353  -0.1857
6 C 3.43576 3.18840 -4.59667  -0.1300
7 C 2.03234 2.81426 -3.91581  -0.4120
8 C 0.90250 3.14259 -4.84993  -0.0453
9 C 2.14701 1.27412 -3.53130  -0.0244
10 N 2.07583 3.61759 -2.59941  -0.1078
11 O 1.05780 3.21786 -1.73614  -0.0366
12 H 3.57195 6.22551 -0.88042  0.0882
13 H 2.06053 5.60233 -0.25190  0.0843
14 H 3.37464 4.52512 -0.41079  0.0678
15 H 1.32869 5.80843 -3.96904  0.0522
16 H 0.55762 6.03626 -2.48692  0.0798
17 H 1.87876 7.09563 -2.82429  0.0819
18 H 4.21266 6.14912 -3.17120  0.1162
19 H 4.61949 4.46181 -2.61810  0.1211
20 H 3.18288 5.39290 -4.98478  0.1010
21 H 4.80303 4.81628 -5.08783  0.1120
22 H 4.19105 2.41801 -4.44130  0.1099
23 H 3.23410 3.05657 -5.65971  0.1006
24 H -0.01979 3.10326 -4.27032  0.0742
25 H 0.73421 2.59476 -5.77712  0.0890
26 H 0.85917 4.19334 -5.13653  0.0657
27 H 2.71933 1.21380 -2.60561  0.0726
28 H 2.52758 0.57545 -4.27638  0.0778
29 H 1.20408 0.80442 -3.25133  0.0613
30 H 1.60969 2.76387 -1.09512  0.0308
31 C -2.84331 -2.79440 3.58891  -0.0614
32 C -2.35024 -3.30637 2.26771  -0.4388
33 C -2.46995 -2.04336 1.36917  -0.0272
34 C -0.83393 -3.74128 2.42247  -0.1413
35 C -0.67805 -5.11410 3.06538  -0.1596
36 C -1.61802 -6.09768 2.25076  -0.1467
37 C -3.11455 -5.79492 2.12444  -0.4954
38 C -3.60093 -6.80821 1.02304  -0.0239
39 C -3.82696 -5.91900 3.55451  0.0006
40 N -3.10912 -4.45472 1.60787  -0.1177
41 O -4.32922 -4.15733 0.97960  -0.0090
42 H -2.37808 -1.93279 4.06775  0.0900
43 H -3.91528 -2.62198 3.49268  0.0925
44 H -2.61080 -3.40016 4.46476  0.0687
45 H -1.92813 -2.19956 0.43637  0.0889
46 H -3.49262 -1.66990 1.31637  0.0848
47 H -1.94389 -1.26760 1.92555  0.0582
48 H -0.24495 -3.83411 1.50999  0.1142
49 H -0.22560 -3.04624 3.00123  0.0895
50 H 0.28771 -5.61555 3.12830  0.1068
51 H -0.95648 -4.92856 4.10275  0.0920
52 H -1.41946 -7.14617 2.47295  0.1103
53 H -1.23722 -6.17823 1.23263  0.1082
54 H -3.06078 -6.73029 0.07951  0.0850
55 H -4.65061 -6.53634 0.91178  0.0715
56 H -3.52083 -7.83778 1.37187  0.0797
57 H -3.92109 -6.95033 3.89447  0.0737
58 H -4.84316 -5.52501 3.56895  0.0715
59 H -3.19224 -5.39427 4.26859  0.0501
60 H -4.86553 -3.84067 1.71014  0.0855
61 C -2.66221 1.43664 -2.35215  -0.1515
62 O -1.73097 0.37429 -2.18318  -0.1261
63 H -3.57087 1.02124 -2.78790  0.0816
64 H -2.70804 2.04831 -1.45111  0.0806
65 H -2.38148 2.12184 -3.15201  0.0637
66 H -2.25333 -0.37132 -2.48781  0.0702
67 C 2.14749 -1.58194 2.79034  -0.1510
68 O 3.34507 -1.57697 1.99257  -0.1169
69 H 1.32795 -1.17609 2.19727  0.0608
70 H 1.90372 -2.62146 3.00958  0.0656
71 H 2.10616 -1.02296 3.72517  0.0807
72 H 3.01060 -1.95672 1.17678  0.0700
73 C -0.13802 1.98644 3.92424  -0.1772
74 O -1.30029 1.24360 3.68391  -0.1356
75 H 0.70678 1.29997 3.86795  0.0619
76 H -0.11123 2.68938 3.09161  0.0730
77 H -0.10128 2.47513 4.89786  0.0801
78 H -1.11659 0.77727 2.86514  0.0166
79 O -0.29619 0.82937 0.98660  -0.0332
80 H -0.83330 1.04579 0.22442  0.0372
81 H 0.60189 0.83043 0.65540  0.0179
82 O 2.36109 2.25124 0.51703  -0.0259
83 H 2.94732 1.52614 0.73336  0.0629
84 H 2.58440 2.93651 1.14694  0.0632

[2]
Molecular formula: C21H55Cl8N7O4P2
Method: DFT, ωB97M-V with the def2-TZVPD basis set

Calculated values
max |F|	10.1	eV/A
calculated total energy	-160022.5510	eV
spin multiplicity	1
energy above the lowest of the compared OMol25 structures with the same formula, charge and spin	545.53	kcal per mole
Kohn-Sham gap	6.84	eV

Last column: Löwdin charge in e.
Cartesian coordinates (Å):
1 O -3.44781 1.00344 -1.86969  -0.4497
2 P -3.96842 0.82639 -0.48189  0.6604
3 N -4.09820 2.13730 0.55749  -0.3084
4 C -4.18383 3.42545 -0.14282  -0.1088
5 C -4.55260 2.11191 1.92142  -0.1161
6 N -3.11726 -0.29248 0.46310  -0.1934
7 C -1.83057 0.08781 1.02035  -0.2302
8 C -3.03030 -1.69981 -0.01105  -0.2298
9 N -5.62390 0.23716 -0.44096  -0.3004
10 C -6.24276 -0.39301 0.74807  -0.1269
11 C -6.54198 0.78774 -1.43499  -0.1144
12 H -5.21254 3.72342 -0.34547  0.0749
13 H -3.68581 3.42006 -1.11237  0.0725
14 H -3.75014 4.21740 0.46776  0.0767
15 H -4.06806 1.33484 2.51260  0.0758
16 H -5.64104 2.05526 1.93535  0.0761
17 H -4.23476 3.05041 2.37563  0.0802
18 H -1.83259 1.07155 1.48977  -0.0153
19 H -1.60522 -0.57818 1.85328  -0.0274
20 H -1.05593 0.07451 0.25364  0.0078
21 H -2.55233 -2.36601 0.70716  -0.1081
22 H -4.03767 -2.10420 -0.10992  0.1248
23 H -2.49260 -1.81817 -0.95177  0.0081
24 H -7.09620 0.17831 1.11323  0.0686
25 H -6.69203 -1.34562 0.46736  0.0709
26 H -5.51242 -0.51531 1.54791  0.0672
27 H -7.11390 -0.05888 -1.81478  0.0773
28 H -5.94792 1.32558 -2.17385  0.0740
29 H -7.23479 1.45893 -0.92742  0.0720
30 O 1.96434 1.29747 1.15915  -0.4945
31 P 3.35006 1.09185 0.67550  0.7077
32 N 4.50417 2.31272 1.01909  -0.2739
33 C 4.37346 3.67127 0.38903  -0.1052
34 C 5.01611 2.43584 2.39976  -0.1201
35 N 3.52611 0.82244 -0.99133  -0.2516
36 C 2.32660 0.41401 -1.71274  -0.0679
37 C 4.77730 0.93008 -1.74896  -0.0950
38 N 4.03544 -0.29228 1.43492  -0.2875
39 C 3.25927 -1.06284 2.41797  -0.0751
40 C 5.40412 -0.71800 1.23752  -0.1147
41 H 3.82424 4.34911 1.04248  0.0515
42 H 3.78089 3.62364 -0.52458  0.0799
43 H 5.34570 4.09433 0.13628  0.0851
44 H 4.26750 2.62621 3.16881  0.0152
45 H 5.72023 3.26572 2.45987  0.0902
46 H 5.45991 1.48895 2.70722  0.0629
47 H 2.12087 -0.64508 -1.55748  0.0330
48 H 1.41449 0.87289 -1.33119  0.0932
49 H 2.39471 0.67200 -2.76957  0.1132
50 H 5.23150 -0.04261 -1.93784  0.0775
51 H 4.59212 1.42634 -2.70161  0.0857
52 H 5.52487 1.42413 -1.12835  0.0653
53 H 2.57413 -1.68001 1.83678  0.0265
54 H 3.88148 -1.71326 3.03270  0.0976
55 H 2.76283 -0.39132 3.11848  0.0937
56 H 5.42695 -1.72087 0.81112  0.0918
57 H 6.01153 -0.72022 2.14259  0.0790
58 H 5.91805 0.05421 0.66508  0.0671
59 C 0.99567 -0.79818 0.69667  -0.0417
60 N 0.46680 -0.82905 -0.71376  -0.4017
61 O -0.42972 -0.07224 -1.03016  -0.0056
62 O 0.98800 -1.62362 -1.47690  -0.2850
63 H 0.89662 0.24047 1.01211  0.0302
64 H 2.06293 -0.98872 0.58374  0.0556
65 H 0.49665 -1.53755 1.32310  0.0308
66 Cl -1.48285 -2.42139 2.03506  0.8633
67 C -1.26960 -2.84771 0.35257  -0.8415
68 C -0.44252 -4.07775 0.11178  -0.6109
69 Cl 1.23711 -3.62915 0.44512  0.8292
70 H -0.97496 -1.97256 -0.22658  -0.0086
71 H -2.28911 -3.07036 0.03774  0.0523
72 H -0.44538 -4.44197 -0.91557  -0.1604
73 H -0.71441 -4.87378 0.80497  0.1001
74 Cl 0.40902 -4.87847 -2.32685  0.6355
75 C 1.42465 -3.41083 -2.86876  -0.5421
76 C 2.57645 -3.24679 -1.95357  -0.6575
77 Cl 3.61488 -4.74573 -2.22215  0.5050
78 H 0.77474 -2.55689 -2.67769  -0.0376
79 H 1.55834 -3.46553 -3.94914  0.0957
80 H 2.19291 -3.22141 -0.93359  -0.1201
81 H 3.21526 -2.39746 -2.19578  0.0809
82 Cl 2.19121 3.96872 3.26303  0.5836
83 C 1.33642 3.21210 1.83736  -0.5277
84 C 0.56339 1.88630 2.13995  -0.6444
85 Cl -0.92287 2.06033 3.16735  0.5894
86 H 2.08982 3.09891 1.05782  0.0261
87 H 0.69965 4.00038 1.43582  0.0749
88 H 1.22016 1.32102 2.80117  0.0765
89 H 0.32880 1.29845 1.25254  0.0515
90 Cl -2.74505 0.46529 -4.13457  0.6417
91 C -2.29409 -0.55558 -2.73502  -0.6578
92 C -1.37640 -1.71879 -3.18453  -0.4126
93 Cl -0.95433 -2.79879 -1.83370  0.8699
94 H -3.20181 -1.02635 -2.35753  0.0674
95 H -1.82922 0.07139 -1.97416  0.0375
96 H -0.48629 -1.39543 -3.72419  0.0836
97 H -1.86644 -2.26396 -3.99122  0.0857